(1)
Entry from the Open Molecules 2025 dataset: C23H37LaN8OSSi as an isolated structure in a non-equilibrium geometry (ωB97M-V with the def2-TZVPD basis set).

Atoms and positions in Å:
La: -0.50 0.09 -0.92
N: 0.30 2.91 -4.62
C: 0.31 1.74 -3.88
S: -1.18 0.82 -3.83
N: 1.44 1.47 -3.30
N: 1.35 0.32 -2.51
C: 2.39 -0.41 -2.45
C: 2.44 -1.74 -1.82
C: 3.69 -2.37 -1.76
C: 3.86 -3.68 -1.36
C: 2.72 -4.42 -1.03
C: 1.47 -3.83 -1.08
C: 1.30 -2.49 -1.44
O: 0.08 -1.97 -1.43
H: -0.42 2.95 -5.33
H: 1.21 3.25 -4.88
H: 3.27 -0.08 -3.00
H: 4.56 -1.79 -2.07
H: 4.84 -4.13 -1.32
H: 2.81 -5.46 -0.74
H: 0.58 -4.40 -0.83
C: -4.28 0.57 -1.16
C: -3.95 -0.89 -0.85
N: -2.83 -1.05 0.08
C: -3.07 -0.68 1.48
C: -3.07 0.82 1.74
N: -1.94 1.51 1.11
C: -2.27 2.83 0.56
C: -3.09 2.73 -0.75
N: -3.08 1.39 -1.36
H: -4.92 0.59 -2.05
H: -4.88 1.00 -0.36
H: -4.86 -1.38 -0.48
H: -3.67 -1.40 -1.77
H: -2.54 -2.02 0.06
H: -4.01 -1.10 1.85
H: -2.27 -1.13 2.06
H: -3.99 1.28 1.38
H: -3.07 0.98 2.82
H: -1.16 1.59 1.75
H: -2.82 3.45 1.28
H: -1.32 3.33 0.37
H: -4.11 3.08 -0.59
H: -2.65 3.42 -1.48
H: -2.89 1.49 -2.35
C: 1.25 3.78 -0.81
C: 1.77 2.79 0.20
C: 2.88 3.06 0.96
C: 3.26 2.11 1.92
C: 2.57 0.94 2.08
C: 1.44 0.69 1.25
N: 1.07 1.64 0.34
N: 0.66 -0.42 1.27
Si: 0.86 -1.76 2.34
C: 0.49 -1.25 4.09
C: 2.54 -2.55 2.30
C: -0.38 -3.07 1.84
H: 0.60 4.51 -0.32
H: 0.70 3.28 -1.60
H: 2.07 4.33 -1.27
H: 3.42 3.99 0.83
H: 4.13 2.31 2.55
H: 2.87 0.22 2.82
H: 1.31 -0.69 4.55
H: 0.32 -2.14 4.72
H: -0.41 -0.63 4.14
H: 3.37 -1.86 2.51
H: 2.73 -3.00 1.33
H: 2.57 -3.34 3.06
H: -1.29 -3.04 2.45
H: 0.07 -4.07 1.96
H: -0.64 -2.98 0.78

Results
E = -2131.4036 Ha
spin multiplicity = 1
energy relative to the best compared isomer or geometry (same formula, charge and spin) = 12.4 kcal/mol
E_HOMO = -7.43 eV
strongest force on any atom = 0.049 hartree/bohr
total charge = 0
HOMO-LUMO gap = 7.8 eV
LUMO level = 0.343 eV

Löwdin atomic charge list, values in e, 5 entries:
1 La 1.879
2 N 0.043
3 C -0.928
4 S 0.496
5 N -0.020

---

(2)
Entry from the Open Molecules 2025 dataset: a 2-piece molecular cluster, C3H7NO3 overall (ωB97M-V with the def2-TZVPD basis set).

Atoms and positions in Å:
N: -0.50 -0.09 -1.19
C: -0.52 -1.13 -0.17
C: 0.90 -1.62 0.06
O: 1.78 -1.49 -0.74
H: -1.31 -0.14 -1.80
H: 0.35 -0.15 -1.74
H: -1.12 -2.00 -0.46
H: -0.93 -0.79 0.78
H: 1.07 -2.12 1.03
O: 0.93 1.02 1.38
C: 0.28 2.01 1.17
O: -0.74 2.15 0.34
H: 0.51 2.96 1.68
H: -0.72 1.39 -0.33

Results
structure (SMILES) = NCC=O.O=CO
E = -398.9878 Ha
spin multiplicity = 1
energy relative to the best compared isomer or geometry (same formula, charge and spin) = 31.3 kcal/mol
E_HOMO = -10.28 eV
strongest force on any atom = 0.016 hartree/bohr
total charge = 0
HOMO-LUMO gap = 11.1 eV
LUMO level = 0.785 eV

Löwdin atomic charge list, values in e, 5 entries:
1 N 0.004
2 C -0.222
3 C -0.260
4 O 0.057
5 H 0.098

---

(3)
Entry from the Open Molecules 2025 dataset: FH2HoO as an isolated structure in a non-equilibrium geometry (ωB97M-V with the def2-TZVPD basis set).

Atoms and positions in Å:
H: -1.22 -0.08 -0.02
O: -0.64 0.61 -0.38
H: -0.94 0.90 -1.25
F: 0.81 -1.39 1.33
Ho: 2.00 -0.04 0.32

Results
E = -1124.0995 Ha
spin multiplicity = 6
E_HOMO (alpha / beta) = -11.99 / -17.35 eV
strongest force on any atom = 0.068 hartree/bohr
total charge = +1
HOMO-LUMO gap (alpha / beta) = 6.9 / 11.7 eV
expectation value of S² = 8.753
LUMO level (alpha / beta) = -5.048 / -5.655 eV

In elementary charge units, the Löwdin charges are:
1 H 0.072
2 O -0.135
3 H 0.070
4 F -0.623
5 Ho 1.616

---

(4)
Entry from the Open Molecules 2025 dataset: a 2-piece molecular cluster, C7H6FN overall in a non-equilibrium geometry (ωB97M-V with the def2-TZVPD basis set).

Atoms and positions in Å:
C: -1.17 -2.95 -0.46
C: 0.54 0.24 -1.12
C: -0.43 -0.16 1.15
C: -0.63 -0.05 -1.67
C: -1.59 -0.45 0.59
C: 0.79 0.16 0.36
C: -1.71 -0.49 -0.85
N: -1.08 -3.79 0.31
F: -2.89 -0.83 -1.35
H: 1.27 0.97 -1.71
H: -0.26 -0.52 2.21
H: -0.86 -0.04 -2.71
H: -2.35 -0.82 1.15
H: 1.50 -0.65 0.55
H: 1.10 1.07 0.66

Results
E = -424.7801 Ha
spin multiplicity = 1
energy relative to the best compared isomer or geometry (same formula, charge and spin) = 90.0 kcal/mol
E_HOMO (alpha / beta) = -8.86 / -8.86 eV
strongest force on any atom = 0.079 hartree/bohr
total charge = 0
HOMO-LUMO gap (alpha / beta) = 6.9 / 6.9 eV
LUMO level (alpha / beta) = -1.995 / -1.996 eV

Löwdin atomic charge list, values in e, 5 entries:
1 C -0.298
2 C -0.012
3 C -0.039
4 C -0.035
5 C -0.057

---

(5)
Entry from the Open Molecules 2025 dataset: CHLiO2Y as an isolated structure in a non-equilibrium geometry (ωB97M-V with the def2-TZVPD basis set).

Atoms and positions in Å:
O: -1.75 0.36 2.03
C: -0.08 -0.06 -0.25
O: 1.05 -0.53 -0.36
Li: 2.09 -1.37 -1.56
Y: -0.50 1.66 1.22
H: -0.81 -0.05 -1.08

Results
E = -234.3071 Ha
spin multiplicity = 2
energy relative to the best compared isomer or geometry (same formula, charge and spin) = 68.4 kcal/mol
E_HOMO (alpha / beta) = -17.94 / -17.86 eV
strongest force on any atom = 0.029 hartree/bohr
total charge = +2
HOMO-LUMO gap (alpha / beta) = 8.2 / 6.6 eV
expectation value of S² = 0.782
LUMO level (alpha / beta) = -9.733 / -11.224 eV

Löwdin atomic charge list, values in e, 5 entries:
1 O -0.320
2 C -0.275
3 O -0.166
4 Li 0.893
5 Y 1.792

---

(6)
Entry from the Open Molecules 2025 dataset: an isolated ion of composition C3H8N2O2 and charge +1 (ωB97M-V with the def2-TZVPD basis set).

Atoms and positions in Å:
C: 0.41 -0.55 -0.25
C: -0.76 -1.35 -0.88
O: -0.44 -2.68 -0.57
N: 0.14 0.84 -0.38
C: 0.25 1.90 0.56
N: 0.57 1.59 1.82
O: -0.01 2.99 0.11
H: 0.56 -0.79 0.79
H: 1.26 -0.75 -0.89
H: -1.74 -1.06 -0.49
H: -0.75 -1.17 -1.96
H: -1.08 -3.27 -1.00
H: -0.05 1.20 -1.33
H: 1.09 0.74 1.99
H: 0.54 2.35 2.48

Results
E = -378.7806 Ha
spin multiplicity = 2
energy relative to the best compared isomer or geometry (same formula, charge and spin) = 21.4 kcal/mol
E_HOMO (alpha / beta) = -15.25 / -15.23 eV
strongest force on any atom = 0.019 hartree/bohr
total charge = +1
HOMO-LUMO gap (alpha / beta) = 12.0 / 6.5 eV
expectation value of S² = 0.766
LUMO level (alpha / beta) = -3.272 / -8.769 eV

Löwdin atomic charge list, values in e, 5 entries:
1 C -0.087
2 C -0.214
3 O -0.027
4 N 0.248
5 C -0.510